# 1
# C23H21F10IrN5

A molecular structure, C23H21F10IrN5 (ωB97M-V/def2-TZVPD, the Open Molecules 2025 dataset).

```
! RIJCOSX wB97M-V def2-TZVPD def2/J DEFGRID3
* xyz 1 5
Ir 0.171 0.815 -0.200
C 3.096 0.262 0.995
N 1.729 0.199 1.520
C 1.363 -1.155 1.998
C 0.075 -1.669 1.328
N -0.832 -0.578 0.995
C -2.015 -0.396 1.658
C -2.215 -0.640 3.030
F -1.199 -1.085 3.777
C -3.406 -0.353 3.665
F -3.534 -0.564 4.966
C -4.465 0.181 2.940
F -5.606 0.464 3.540
C -4.311 0.425 1.583
F -5.319 0.929 0.882
C -3.108 0.153 0.965
F -3.002 0.386 -0.341
C 1.497 1.218 2.566
C 1.042 2.539 1.957
N -0.129 2.287 1.129
C -1.368 2.792 1.470
C -1.857 2.855 2.781
F -1.113 2.383 3.794
C -3.131 3.297 3.074
F -3.568 3.278 4.328
C -3.971 3.718 2.053
F -5.195 4.135 2.328
C -3.522 3.674 0.741
F -4.316 4.071 -0.242
C -2.251 3.211 0.462
F -1.854 3.179 -0.808
H 3.195 -0.425 0.156
H 3.833 0.005 1.763
H 3.304 1.268 0.632
H 1.234 -1.136 3.080
H 2.175 -1.852 1.786
H -0.395 -2.436 1.943
H 0.340 -2.129 0.371
H 2.393 1.354 3.181
H 0.696 0.866 3.214
H 1.818 2.954 1.308
H 0.847 3.269 2.743
N 0.788 -0.339 -1.804
C 1.133 -1.043 -2.657
N 1.512 -1.803 -3.635
C 1.620 -1.287 -5.014
C 3.008 -1.576 -5.563
C 3.361 -3.055 -5.415
C 3.244 -3.498 -3.958
C 1.844 -3.224 -3.433
H 1.399 -0.221 -4.998
H 0.854 -1.785 -5.614
H 3.741 -0.964 -5.030
H 3.036 -1.276 -6.611
H 4.370 -3.238 -5.785
H 2.684 -3.655 -6.032
H 3.967 -2.950 -3.347
H 3.466 -4.561 -3.852
H 1.740 -3.459 -2.375
H 1.106 -3.814 -3.985
*
```

Computed properties:
<S²>: 6.040
ΔE to the lowest compared entry with this formula, charge and spin, kJ/mol: 1.55
HOMO-LUMO gap (spin up / spin down), eV: 8.057 / 6.129
Maximum force, Eh/bohr: 0.018
Total energy, eV: -61644.9408

Atom charges from the Löwdin analysis, given in e for atoms 1 to 6: 1.245, -0.078, -0.295, -0.149, -0.179, -0.073



# 2
# C10H14EuN2P

A molecular structure, C10H14EuN2P at a distorted geometry (ωB97M-V/def2-TZVPD, the Open Molecules 2025 dataset).

```
! RIJCOSX wB97M-V def2-TZVPD def2/J DEFGRID3
* xyz 0 7
C -2.316 -0.569 -0.967
C -2.899 -1.237 0.120
C -2.523 -0.589 1.331
C -1.737 0.560 1.028
C -1.558 0.657 -0.359
Eu 0.788 -0.431 -3.187
P 0.771 2.516 -3.062
H -2.388 -0.804 -2.033
H -3.548 -2.112 0.059
H -2.786 -0.918 2.337
H -1.053 1.440 -0.932
H -1.333 1.252 1.767
H 0.906 3.357 -1.907
H -0.378 3.204 -3.597
H 1.783 3.182 -3.843
N 1.298 -0.158 2.987
C 1.437 -0.573 1.702
C 2.070 0.255 0.752
C 1.992 -0.097 -0.589
N 1.370 -1.238 -0.994
C 0.846 -2.092 -0.074
C 0.878 -1.805 1.280
H 1.721 0.701 3.316
H 0.834 -0.728 3.682
H 2.551 1.190 1.049
H 2.467 0.514 -1.381
H 0.403 -3.002 -0.484
H 0.404 -2.476 1.999
*
```

Computed properties:
<S²>: 12.241
HOMO-LUMO gap (spin up / spin down), eV: 3.526 / 5.109
Maximum force, Eh/bohr: 0.068
Total energy, eV: -42186.4373

Atom charges from the Löwdin analysis, given in e for atoms 1 to 6: -0.207, -0.228, -0.205, -0.238, -0.200, 0.969